(1)
Below is the molecule C3H8IN at a distorted geometry, with properties calculated with ωB97M-V/def2-TZVPD.

Calculated values
Electronic energy: -471.46378 Eh
Frontier orbital gap: 0.3125 Eh
SMILES string: CC(C)NI
Relative energy (zero: lowest compared OMol25 entry of this formula, charge and spin): 1.370 eV
HOMO: -8.677 eV
LUMO: -0.173 eV

Last columns: bonded neighbours and bond lengths (Å).
CARTESIAN COORDINATES (ANGSTROEM)
1 C 0.4519 0.8703 1.0594  C2 1.833, H6 1.077, H7 1.060, H8 1.077
2 C -0.7293 0.2248 -0.1850  C1 1.833, C3 1.516, N4 1.382, H9 1.158
3 C -0.1027 -1.1270 -0.4661  C2 1.516, H10 1.041, H11 1.151, H12 1.153
4 N -0.8735 1.2424 -1.1094  C2 1.382, I5 2.105, H13 0.998
5 I -2.0630 0.8970 -2.8119  N4 2.105
6 H 0.5795 -0.0424 1.6177  C1 1.077
7 H 1.3034 1.0419 0.4512  C1 1.060
8 H -0.0038 1.7776 1.4190  C1 1.077
9 H -1.7483 -0.0507 0.2905  C2 1.158
10 H 0.3307 -1.6696 0.3099  C3 1.041
11 H 0.6318 -1.1393 -1.3516  C3 1.151
12 H -0.8210 -1.9074 -0.9178  C3 1.153
13 H 0.0502 1.5901 -1.2565  N4 0.998

Atomic partial charges in e from the Löwdin method, atoms 1 to 4: number 1, C, carries 0.02; number 2, C, carries -0.55; number 3, C, carries -0.15; number 4, N, carries -0.50

=====

(2)
Below is a cluster of 2 separate species, C3H8IN2O in total at a distorted geometry, with properties calculated with ωB97M-V/def2-TZVPD.

Calculated values
Electronic energy: -601.28105 Eh
Frontier orbital gap: 0.2403 Eh
Charge: +1
Relative energy (zero: lowest compared OMol25 entry of this formula, charge and spin): 0.495 eV
HOMO: -12.501 eV
LUMO: -5.963 eV

Last columns: bonded neighbours and bond lengths (Å).
CARTESIAN COORDINATES (ANGSTROEM)
1 C 0.1184 0.7463 2.0427  C3 1.499, N4 1.338, O6 1.226
2 C -0.8093 -0.1268 -0.2068  C3 1.413, H8 1.202, H9 1.079, H10 1.158
3 C -0.2173 0.8805 0.5882  C1 1.499, C2 1.413, N5 1.314
4 N -0.2319 -0.4334 2.5678  C1 1.338, H11 1.007, H12 1.110
5 N 0.1494 2.0484 0.1104  C3 1.314, H13 0.957, H14 0.947
6 O 0.7407 1.6262 2.6281  C1 1.226
7 I 2.4141 -4.2880 -1.3325  H15 1.694
8 H -0.1070 -1.0847 -0.3904  C2 1.202
9 H -1.7117 -0.5536 0.2026  C2 1.079
10 H -1.0291 0.2876 -1.2658  C2 1.158
11 H -0.7238 -1.1709 2.0910  N4 1.007
12 H 0.0957 -0.5945 3.6165  N4 1.110
13 H 0.0995 2.3531 -0.7956  N5 0.957
14 H 0.5605 2.6639 0.7005  N5 0.947
15 H 3.8550 -5.1334 -1.0511  I7 1.694

Atomic partial charges in e from the Löwdin method, atoms 1 to 4: number 1, C, carries -0.48; number 2, C, carries 0.00; number 3, C, carries -0.16; number 4, N, carries 0.20